Molecular formula: C20H21BaClN2O2
Method: DFT, ωB97M-V with the def2-TZVPD basis set

Cartesian coordinates (Å):
1 C -1.648 0.984 3.469
2 C -1.602 -0.494 3.717
3 H -0.681 1.340 3.166
4 H -1.869 1.546 4.383
5 H -2.309 1.245 2.652
6 H -0.954 -0.961 3.004
7 H -1.191 -0.693 4.716
8 H -2.556 -1.021 3.559
9 C 0.813 2.626 -2.388
10 C 0.889 3.457 -3.506
11 C 1.039 2.865 -4.763
12 C 1.055 1.476 -4.877
13 H 0.692 3.030 -1.377
14 H 0.817 4.540 -3.394
15 H 1.079 3.479 -5.672
16 H 1.091 0.979 -5.851
17 N 0.963 1.293 -2.502
18 C 1.014 0.687 -3.721
19 C 0.901 -0.789 -3.758
20 N 0.904 -1.479 -2.573
21 C 0.461 -2.756 -2.490
22 C 0.373 -2.884 -4.878
23 C 0.244 -3.521 -3.643
24 H 0.316 -3.172 -1.475
25 H -0.028 -4.565 -3.550
26 C 0.667 -1.514 -4.944
27 H 0.676 -0.972 -5.898
28 H 0.220 -3.438 -5.804
29 Ba 1.311 -0.140 -0.331
30 C -1.733 0.008 -0.359
31 H -2.037 -1.051 -0.376
32 H -1.670 0.442 -1.373
33 H -2.335 0.618 0.331
34 Cl 0.619 0.304 7.031
35 C 1.719 0.219 5.709
36 C 2.428 -0.961 5.431
37 C 3.191 -1.051 4.253
38 C 3.253 0.026 3.357
39 C 2.639 1.235 3.702
40 C 1.883 1.347 4.887
41 C 3.842 -0.159 1.976
42 O 4.698 -1.036 1.833
43 O 3.257 0.586 1.093
44 H 2.347 -1.788 6.132
45 H 3.743 -1.958 4.028
46 H 2.766 2.098 3.030
47 H 1.429 2.307 5.148

- Charge: 0
- Calculated total energy: -1520.38081 Ha
- HOMO-LUMO gap: 4.52 eV